{"formula": "C4H5NO", "method": "ωB97M-V/def2-TZVPD", "homo_lumo_gap_ev": 9.8, "molar_mass_g_mol": 83.09, "e_above_lowest_kj_mol": 192.1, "total_energy_ha": -285.3414, "smiles": "CC(=O)C#CN", "symbols": ["C", "C", "N", "C", "C", "O", "H", "H", "H", "H", "H"], "positions_angstrom": [[1.765269, -0.948208, 0.182240], [1.201176, 0.497767, 0.143329], [-2.691345, 0.577820, -0.399974], [-0.193475, 0.472377, 0.008096], [-1.390454, 0.618002, -0.195458], [1.905593, 1.479492, 0.224222], [-3.190070, -0.296285, -0.326102], [-3.213339, 1.420653, -0.228021], [1.017548, -1.718845, 0.020168], [2.246195, -1.090524, 1.150510], [2.542902, -1.012249, -0.579011]], "atomic_forces_ev_per_a": [[0.5, 0.9, 0.0], [1.1, -1.7, 0.1], [-0.4, 0.3, -0.1], [-2.3, 1.4, -0.4], [1.4, -0.8, 0.4], [-0.1, 0.0, 0.0], [0.1, 0.1, 0.0], [-0.1, -0.1, -0.1], [-0.1, 0.1, 0.0], [0.0, -0.1, 0.0], [0.0, -0.1, 0.0]]}

***

{"formula": "C4H5NO", "method": "ωB97M-V/def2-TZVPD", "homo_lumo_gap_ev": 10.5, "molar_mass_g_mol": 83.09, "e_above_lowest_kj_mol": 277.7, "total_energy_ha": -285.3088, "smiles": "N#C/C=C\\CO", "symbols": ["C", "C", "C", "C", "H", "H", "H", "H", "H", "N", "O"], "positions_angstrom": [[0.233514, 0.115659, 1.314356], [-0.900834, 0.356624, 0.248043], [-0.843018, 0.078366, -1.034087], [0.334056, -0.546475, -1.578612], [1.657845, -0.123279, -0.327246], [0.037047, 0.812652, 2.249751], [0.148133, -1.101373, 1.587572], [-1.821197, 0.757953, 0.673456], [-1.684839, 0.160954, -1.774826], [1.291555, -0.961877, -2.093162], [1.547738, 0.450797, 0.734755]], "atomic_forces_ev_per_a": [[0.2, -1.0, -0.8], [0.3, 0.2, 2.5], [-0.5, -0.8, -1.6], [0.9, -0.1, -1.2], [-0.5, 2.4, 4.9], [0.6, -1.7, -1.9], [0.3, 3.2, -0.3], [0.1, 0.0, -0.3], [0.9, 0.2, 1.1], [-1.1, 0.2, 0.7], [-1.2, -2.7, -3.1]]}

***

{"formula": "C4H5NO", "method": "ωB97M-V/def2-TZVPD", "homo_lumo_gap_ev": 8.3, "molar_mass_g_mol": 83.09, "e_above_lowest_kj_mol": 387.8, "total_energy_ha": -285.2669, "symbols": ["C", "C", "C", "C", "N", "O", "H", "H", "H", "H", "H"], "positions_angstrom": [[-2.236774, 0.587762, -0.033193], [1.114477, -1.005890, -0.179996], [1.593253, 0.366581, 0.148357], [-0.360356, -0.951353, 0.174334], [-1.144849, -0.062385, 0.087499], [1.122943, 1.429556, -0.169630], [-2.654412, 1.221076, 0.872004], [-2.466670, 0.953948, -1.001680], [1.210900, -1.183475, -1.329926], [1.418515, -1.861770, 0.469170], [2.402971, 0.505951, 0.963057]], "atomic_forces_ev_per_a": [[-0.5, 2.6, 2.6], [-1.5, -0.3, -0.7], [2.3, 1.7, 2.6], [0.8, -1.8, -1.3], [-1.4, 0.2, 0.3], [-0.4, -0.6, -1.1], [1.1, -1.5, -1.8], [-0.6, -0.2, -0.8], [-0.3, -0.1, 2.1], [1.0, 0.9, -0.9], [-0.5, -1.0, -0.9]]}

***

{"formula": "C4H5NO", "method": "ωB97M-V/def2-TZVPD", "homo_lumo_gap_ev": 10.2, "molar_mass_g_mol": 83.09, "e_above_lowest_kj_mol": 330.0, "total_energy_ha": -285.2889, "smiles": "C#C/C(C)=N/O", "symbols": ["C", "C", "N", "O", "C", "C", "H", "H", "H", "H", "H"], "positions_angstrom": [[-0.853613, -0.948042, 0.124289], [0.083704, 0.209771, -0.084965], [-0.289784, 1.422389, -0.272961], [-1.668480, 1.512400, -0.269837], [1.498708, -0.034436, -0.016385], [2.657616, -0.338616, 0.111348], [-1.449493, -1.129213, -0.776275], [-0.292145, -1.849996, 0.372791], [-1.552036, -0.712671, 0.932964], [-1.820348, 2.461610, -0.364520], [3.685875, -0.593194, 0.243553]], "atomic_forces_ev_per_a": [[-0.1, 0.0, 0.0], [-0.1, 0.2, 0.0], [0.4, -0.5, 0.1], [-0.2, 0.2, 0.0], [0.6, -0.1, 0.1], [-0.5, 0.1, 0.0], [0.1, 0.1, 0.1], [-0.1, 0.1, 0.0], [0.1, 0.0, -0.1], [0.0, -0.2, 0.0], [-0.2, 0.1, -0.1]]}

***

{"formula": "C4H5NO", "method": "ωB97M-V/def2-TZVPD", "homo_lumo_gap_ev": 10.4, "molar_mass_g_mol": 83.09, "e_above_lowest_kj_mol": 116.5, "total_energy_ha": -285.3702, "smiles": "[H]/N=C1/C=CCO1", "symbols": ["N", "C", "C", "C", "C", "O", "H", "H", "H", "H", "H"], "positions_angstrom": [[2.168111, -0.187945, -0.493962], [1.058175, 0.061145, 0.034870], [0.149087, 1.194095, -0.206163], [-1.081907, 0.724938, -0.014438], [-0.958629, -0.724850, 0.355906], [0.387909, -0.901847, 0.726548], [2.407589, -1.142399, -0.209969], [0.475695, 2.140607, -0.612176], [-2.029016, 1.207361, -0.212714], [-0.988663, -1.296075, -0.608463], [-1.573842, -1.105057, 1.173560]], "atomic_forces_ev_per_a": [[0.8, 0.3, 0.2], [0.4, -0.2, -0.5], [-0.2, -0.1, 0.0], [0.2, 0.2, 0.0], [-0.2, -0.6, -0.5], [0.2, 0.3, 0.6], [0.2, 0.2, -0.2], [-0.1, -0.1, 0.1], [0.1, 0.0, 0.0], [-1.1, 0.0, 0.8], [-0.3, 0.0, -0.5]]}

***

{"formula": "C4H5NO", "method": "ωB97M-V/def2-TZVPD", "homo_lumo_gap_ev": 10.7, "molar_mass_g_mol": 83.09, "e_above_lowest_kj_mol": 81.0, "total_energy_ha": -285.3837, "smiles": "N#CCCC=O", "symbols": ["O", "C", "C", "C", "C", "N", "H", "H", "H", "H", "H"], "positions_angstrom": [[-0.195243, 1.752469, -0.806567], [-0.320877, 1.439106, 0.350477], [-0.373465, -0.005624, 0.803446], [0.518747, -0.884175, -0.093050], [0.232492, -0.751505, -1.527283], [0.062158, -0.754529, -2.670140], [-0.385091, 2.217414, 1.132458], [-1.413093, -0.353583, 0.739022], [-0.091713, -0.074414, 1.861871], [0.387841, -1.941625, 0.154767], [1.578244, -0.643535, 0.055001]], "atomic_forces_ev_per_a": [[0.0, 0.1, 0.6], [0.0, 0.2, -0.4], [0.1, -0.1, -0.1], [0.0, 0.0, 0.1], [-0.1, -0.3, -1.1], [0.1, -0.1, 1.0], [-0.1, 0.0, 0.1], [0.1, 0.2, 0.0], [0.1, -0.1, -0.3], [0.0, 0.1, 0.1], [-0.2, 0.0, 0.0]]}

***

{"formula": "C4H5NO", "method": "ωB97M-V/def2-TZVPD", "homo_lumo_gap_ev": 8.6, "molar_mass_g_mol": 83.09, "e_above_lowest_kj_mol": 467.3, "total_energy_ha": -285.2366, "symbols": ["O", "C", "C", "C", "C", "N", "H", "H", "H", "H", "H"], "positions_angstrom": [[2.545411, -0.519829, 0.599877], [1.558945, -0.593487, -0.303509], [0.291260, -0.818824, 0.049665], [-1.022481, -0.599429, 0.115616], [-1.493013, 0.791039, 0.017587], [-0.694457, 1.756831, -0.220803], [3.367532, -0.407487, 0.106301], [0.962928, -1.775340, -0.540100], [-1.739990, -1.400041, 0.262904], [-2.573332, 0.926639, 0.165380], [-1.202807, 2.639929, -0.252916]], "atomic_forces_ev_per_a": [[0.2, 0.0, -0.2], [-0.4, 0.1, 0.1], [0.2, 0.3, -0.2], [0.2, -0.1, 0.0], [0.1, 0.1, 0.0], [-0.4, -0.1, 0.1], [-0.1, -0.1, 0.1], [-0.2, -0.2, 0.1], [0.2, 0.1, -0.1], [0.2, 0.0, 0.0], [0.0, -0.1, 0.0]]}

***

{"formula": "C4H5NO", "method": "ωB97M-V/def2-TZVPD", "homo_lumo_gap_ev": 10.5, "molar_mass_g_mol": 83.09, "e_above_lowest_kj_mol": 89.2, "total_energy_ha": -285.3806, "smiles": "[H]/N=C1/C=CCO1", "symbols": ["N", "C", "C", "C", "C", "O", "H", "H", "H", "H", "H"], "positions_angstrom": [[-0.555277, 2.214074, 0.184656], [-0.087935, 1.048946, 0.052729], [-0.681118, 0.102199, -0.880794], [-0.282721, -1.119843, -0.569608], [0.761993, -1.015763, 0.513877], [0.946461, 0.405340, 0.713412], [-0.162122, 2.841041, 0.859266], [-1.434265, 0.495561, -1.549044], [-0.636361, -2.033984, -1.015269], [1.705574, -1.481725, 0.221143], [0.421741, -1.450482, 1.465454]], "atomic_forces_ev_per_a": [[0.1, -0.3, -0.5], [0.3, 0.5, 0.1], [-0.6, 0.0, 0.1], [0.2, 0.2, -0.1], [-0.2, 0.1, 0.0], [-0.6, 0.0, 0.0], [0.6, 0.0, 0.5], [0.0, -0.4, -0.1], [0.1, -0.2, 0.1], [0.0, 0.2, 0.1], [0.1, 0.0, -0.2]]}

***

{"formula": "C4H5NO", "method": "ωB97M-V/def2-TZVPD", "homo_lumo_gap_ev": 9.7, "molar_mass_g_mol": 83.09, "e_above_lowest_kj_mol": 471.5, "total_energy_ha": -285.2350, "symbols": ["O", "C", "C", "C", "C", "N", "H", "H", "H", "H", "H"], "positions_angstrom": [[-0.806507, 0.935686, -1.167020], [-0.667951, -0.386994, -0.833833], [-0.404370, -0.465954, 0.693505], [0.680710, 0.661475, 0.674308], [0.648084, 0.547132, -0.839462], [1.017752, -0.428776, -1.540502], [-1.170607, -1.156734, -1.415034], [0.024043, -1.430401, 0.975524], [-1.294692, -0.260878, 1.293458], [1.635372, 0.363821, 1.103873], [0.338170, 1.621621, 1.055185]], "atomic_forces_ev_per_a": [[0.0, 0.0, -0.1], [-0.6, -0.4, 0.1], [-0.1, -0.1, 0.1], [0.1, 0.1, 0.1], [0.6, -0.2, -0.2], [-0.1, 0.4, 0.1], [0.1, 0.1, 0.1], [0.0, 0.2, -0.1], [0.1, 0.0, -0.1], [-0.1, 0.1, -0.1], [0.0, -0.1, 0.0]]}

***

{"formula": "C4H5NO", "method": "ωB97M-V/def2-TZVPD", "homo_lumo_gap_ev": 8.4, "molar_mass_g_mol": 83.09, "e_above_lowest_kj_mol": 454.9, "total_energy_ha": -285.2413, "symbols": ["O", "C", "N", "C", "C", "C", "H", "H", "H", "H", "H"], "positions_angstrom": [[2.349010, -0.742705, -0.307169], [1.623134, 0.092218, 0.000230], [-0.417126, -1.412591, -0.132683], [-1.619543, -1.098548, -0.390347], [-0.223759, 1.658288, 0.316850], [1.120379, 1.317660, 0.395859], [-0.268763, -2.422730, -0.195345], [-1.867221, -0.039273, -0.336613], [-2.390499, -1.830285, -0.654063], [-0.283726, 2.713338, 0.654398], [1.976696, 1.931630, 0.714891]], "atomic_forces_ev_per_a": [[-0.8, 0.8, 0.3], [0.8, -0.8, -0.3], [-0.3, 0.0, -0.1], [0.2, 0.0, 0.1], [0.5, 0.2, 0.1], [-0.3, 0.0, 0.0], [0.0, 0.1, 0.0], [0.0, -0.1, 0.0], [0.1, 0.0, 0.1], [0.0, -0.2, -0.1], [-0.2, -0.1, 0.0]]}

***

Q: Number 7 is which compound?
A: C4H5NO